{
  "formula": "ClNaO4Se4",
  "method": "ωB97M-V/def2-TZVPD",
  "charge": -2,
  "e_above_lowest_kj_mol": 0.0,
  "orbital_gap_ev": 4.667,
  "lumo_ev": 4.333,
  "total_energy_ha": -10529.08765,
  "symbols": ["Na", "O", "Cl", "O", "O", "O", "Se", "Se", "Se", "Se"],
  "xyz": [[-0.2904, -0.0956, -0.2898], [-1.1947, 2.9113, 1.5416], [-0.0144, 2.1824, 1.1560], [1.1671, 2.8511, 1.6272], [-0.0719, 0.8151, 1.6921], [0.0323, 2.0521, -0.3096], [2.8290, -2.4684, -1.6493], [0.8836, -2.7338, -0.3350], [-0.8763, -3.6345, -1.6647], [-2.4642, -1.8796, -1.7684]]
}